No. 1
Molecular formula: C3HF3O
Method: DFT, the ωB97M-V functional and the def2-TZVPD basis

Each line ends with the Mulliken charge.
Positions of all 8 atoms, in Å:
1 F 3.46019 0.75172 -0.32157  -0.194
2 C 2.54541 -0.16912 -0.09375  0.250
3 C 1.47032 -0.75020 -0.07768  0.143
4 F 0.51390 -1.70109 -0.04379  -0.199
5 O -1.46907 1.20506 -0.70285  -0.382
6 C -1.98051 0.48322 0.07169  0.277
7 F -1.87668 0.55889 1.35298  -0.182
8 H -2.66355 -0.37848 -0.18504  0.288

## Properties
- SMILES = FC#CF.O=CF
- frontier orbital gap (eV) = 11.3
- highest occupied orbital energy (eV) = -10.8
- relative energy (zero: lowest compared OMol25 entry of this formula, charge and spin) (eV) = 3.7542
- largest force on an atom (hartree/bohr) = 0.0591

No. 2
Molecular formula: C3HF3O2S
Method: DFT, the ωB97M-V functional and the def2-TZVPD basis

Each line ends with the Mulliken charge.
Positions of all 10 atoms, in Å:
1 C 0.31387 2.55550 1.80066  -0.162
2 C -0.14456 2.18042 0.79571  -0.133
3 C -0.07059 -1.61267 -0.04428  0.658
4 O 1.10065 0.06965 -1.99913  -0.411
5 O -1.17961 -0.29661 -2.65738  -0.472
6 F 0.24574 -0.94411 1.04490  -0.177
7 F -1.12145 -2.37723 0.26547  -0.186
8 F 0.89826 -2.39939 -0.45763  -0.169
9 S -0.27394 -0.05204 -1.58084  0.750
10 H 0.23162 2.87647 2.83253  0.301

## Properties
- frontier orbital gap (alpha / beta) (eV) = 10.7 / 7.6
- highest occupied orbital energy (alpha / beta) (eV) = -10.3 / -11.4
- multiplicity = 3
- largest force on an atom (hartree/bohr) = 0.1099

No. 3
Molecular formula: C3HF4N3O2
Method: DFT, the ωB97M-V functional and the def2-TZVPD basis

Each line ends with the Mulliken charge.
Positions of all 13 atoms, in Å:
1 O 3.47720 -0.40185 -0.37160  -0.525
2 C 2.33132 -0.55458 -0.11578  0.528
3 N 1.31944 0.41534 -0.05072  -0.101
4 C 0.18093 -0.25481 0.28579  0.230
5 C -1.14926 0.42175 0.45888  0.906
6 F -0.96061 1.69741 0.86109  -0.273
7 F -1.89710 -0.17595 1.39621  -0.248
8 N -1.81086 0.51565 -0.84045  0.070
9 F -1.91498 -0.74373 -1.37981  -0.156
10 F -3.10897 0.91364 -0.65709  -0.158
11 N 0.38304 -1.51321 0.42278  -0.351
12 O 1.70567 -1.72440 0.18026  -0.120
13 H 1.44417 1.40474 -0.18958  0.197

## Properties
- SMILES = O=c1[nH]c(C(F)(F)N(F)F)no1
- frontier orbital gap (eV) = 10.9
- highest occupied orbital energy (eV) = -10.6
- relative energy (zero: lowest compared OMol25 entry of this formula, charge and spin) (eV) = 1.0488
- largest force on an atom (hartree/bohr) = 0.0289